48
Properties=species:S:1:pos:R:3:forces:R:3 method="wB97M-V/def2-TZVPD" largest_force_ev_per_a=3.83 gap_ha=0.2958 molar_mass_g_mol=364.45 spin_multiplicity=1
N 3.7211 -2.7615 -2.4254 -0.1 0.1 -0.1
N 0.9427 -0.4399 -1.3065 0.4 -0.4 -1.4
N 2.5856 -0.4202 -4.6530 -1.1 1.5 -1.0
N 1.9023 0.5755 -5.2155 2.8 -2.4 -0.9
C 0.2719 -0.9720 1.5979 1.0 0.4 0.0
C 2.2804 -0.8358 -3.4165 -1.0 0.5 1.2
C -1.6339 2.7870 0.7636 -0.4 -0.1 0.1
C 1.0309 -1.7894 -0.7271 0.0 0.6 0.9
C 0.5648 0.8661 -3.2884 0.3 0.1 1.1
C 0.5853 -0.8467 4.0652 -0.8 -1.0 0.5
C -0.2558 2.6687 0.7267 -0.5 1.4 -0.2
C 0.9121 1.1737 -4.5906 -0.7 0.4 0.5
C -0.6072 -2.2346 5.6584 -0.4 -0.6 -0.8
C 3.0764 -1.9321 -2.8942 -0.1 0.4 0.0
C 1.2911 -0.1722 -2.6332 -0.5 -0.5 1.3
C -1.8182 0.4595 1.2706 0.4 -0.9 0.3
C -1.3030 -2.8019 4.5946 0.5 0.3 -0.7
C 0.3617 -1.2840 5.3772 -0.4 0.6 -0.4
C -0.1286 -1.4188 2.9947 0.8 -0.1 0.2
C 0.2215 2.1834 -5.2720 -1.1 1.4 0.1
C -0.4134 1.6372 -2.6460 -2.2 1.6 0.1
C -1.1587 2.6295 -3.3311 1.6 -1.1 -0.1
C 0.0796 -1.9593 0.4560 -1.0 -0.8 0.0
C -2.4187 1.6806 1.0730 0.0 0.3 0.0
C -0.4205 0.3338 1.2729 -0.2 0.4 0.3
C -1.0590 -2.4073 3.2651 -0.2 -0.4 0.6
C -0.7983 2.9131 -4.6843 0.4 -0.8 0.4
C 0.3295 1.4705 1.0293 -0.3 -0.1 0.2
H 1.3262 -0.0999 3.8648 0.3 0.3 -0.1
H 1.3929 -0.8131 1.6545 -1.1 0.2 -0.1
H -0.9780 -1.9224 0.0959 0.6 0.0 0.2
H 0.8639 -0.8194 6.2048 0.4 0.1 0.1
H -0.6448 1.4951 -1.5850 -0.1 0.0 -0.6
H 0.2261 -2.9689 0.8749 0.0 0.2 -0.4
H -3.4898 1.7844 1.2256 0.1 0.0 -0.3
H 0.7929 -2.5636 -1.4467 0.1 0.0 -0.4
H -1.5814 -2.9450 2.4714 0.1 0.3 0.1
H -2.4293 -0.4121 1.5131 0.1 0.2 -0.1
H 0.5346 2.4509 -6.2568 0.2 -0.1 -0.5
H 2.0437 -1.9446 -0.3619 0.1 -0.2 -0.1
H -0.8288 -2.6035 6.6527 0.2 0.3 0.1
H -2.1349 3.7253 0.6173 0.1 0.4 -0.1
H 0.3077 0.2187 -0.8447 0.5 -0.7 -0.6
H -1.3228 3.6997 -5.2297 0.2 -0.3 0.1
H -1.9622 3.2103 -2.8823 0.3 -0.3 0.2
H 0.3516 3.5547 0.5065 -0.2 -0.4 0.1
H -1.9874 -3.6141 4.7462 -0.3 -0.1 0.2
H 1.3781 1.4644 1.1181 1.2 -0.4 -0.1


66
Properties=species:S:1:pos:R:3:forces:R:3 method="wB97M-V/def2-TZVPD" largest_force_ev_per_a=5.84 gap_ha=0.2217 molar_mass_g_mol=756.41 charge=+1 spin_multiplicity=1
Ba -0.1595 -0.3876 0.8520 -1.9 -0.4 -5.5
F -1.0195 -1.5260 4.9241 0.1 0.0 -0.1
F 3.6859 1.6329 0.0617 -0.1 -0.1 -0.2
F -1.1614 -1.2431 2.5985 -1.1 -1.2 3.1
F 3.2244 1.8104 -2.2227 0.1 -0.1 0.1
O 0.9470 -1.6691 3.6660 -0.1 0.1 0.0
O 1.5260 2.1303 -0.7065 0.2 -0.1 0.2
O -0.2723 0.4795 4.0135 0.0 0.0 -0.2
O 0.7864 -3.6951 -2.9548 -0.2 -0.2 0.3
O -1.2552 1.5924 -0.8701 -0.4 0.2 0.3
O -0.6806 3.2443 -2.2093 0.1 -0.1 -0.1
O 2.5777 -0.1252 -1.1410 0.2 0.2 0.1
O -0.3903 -2.8194 -1.2370 0.0 -0.2 0.3
N 1.0304 1.8064 0.5531 0.8 0.9 0.1
N -9.3197 -2.0756 -0.3181 0.2 0.0 0.0
N -0.3785 -0.3531 -2.5504 -0.4 0.0 0.2
N 2.2445 -0.7995 0.0368 0.8 0.0 -0.1
N 0.1281 1.0442 2.8416 0.3 0.6 1.1
N 1.4631 -1.3590 2.4448 0.9 -0.4 1.0
C -2.7978 -0.8706 -1.8253 -1.3 -0.3 0.1
C 1.7490 0.1587 -4.1775 0.1 0.0 -0.1
C 0.5680 3.1596 4.0040 0.1 0.1 -0.1
C 1.0551 2.7063 1.4552 -0.1 0.2 0.3
C -6.3600 -0.3050 -0.9404 0.0 0.1 0.0
C -6.8311 -1.6148 -0.9096 -0.4 0.0 0.1
C 3.1795 -1.0786 0.8618 0.1 -0.2 0.5
C 0.0105 0.9458 -2.7467 -0.3 -0.1 0.3
C 2.6985 -1.5853 2.2213 0.2 0.0 -0.2
C 4.6498 -0.9090 0.6633 -0.1 -0.1 0.0
C -4.1804 -1.1324 -1.5152 0.4 0.2 0.0
C -5.0332 -0.0631 -1.2414 0.0 0.1 0.0
C 0.4231 -1.3874 -2.9496 -0.3 0.1 0.2
C 0.5286 2.2551 2.8188 0.1 0.1 -0.1
C 1.5707 4.0966 1.2654 -0.1 -0.1 0.1
C 1.0464 1.2028 -3.6027 0.1 0.2 -0.1
C -8.2194 -1.8718 -0.5795 0.2 0.1 -0.1
C 3.6469 -2.1603 3.2227 0.1 0.0 -0.1
C -5.9826 -2.6809 -1.1863 0.0 -0.1 0.0
C -4.6560 -2.4397 -1.4891 0.0 -0.2 0.0
C 1.4778 -1.1435 -3.7856 0.1 0.0 0.0
C -1.6611 -0.6216 -2.0703 1.5 0.2 -0.5
C -0.6763 1.9735 -1.8421 0.0 0.0 -0.8
C 0.1928 -2.7220 -2.2761 0.2 0.3 -0.6
B -0.3819 -1.0089 3.8602 0.2 0.2 0.3
B 2.8053 1.3560 -0.9740 -0.1 0.1 0.1
H 4.2771 -1.3722 3.6441 0.0 0.0 0.0
H 0.6872 -4.5221 -2.4455 0.1 0.1 -0.2
H 4.8725 -0.5042 -0.3153 0.0 0.0 -0.1
H 0.0821 4.1115 3.7802 0.0 0.0 0.0
H 5.1354 -1.8819 0.7786 0.0 0.0 0.0
H 2.1019 -1.9702 -4.0900 0.0 0.0 0.0
H 2.5646 0.3674 -4.8573 0.0 0.0 0.1
H -6.3667 -3.6918 -1.1638 0.0 0.0 0.0
H 1.3743 2.2194 -3.7688 0.0 -0.1 0.0
H 1.6016 3.3749 4.2868 0.0 0.0 0.0
H 0.0698 2.6880 4.8443 0.0 0.0 0.0
H -0.0577 3.4387 -2.9229 -0.1 0.0 0.0
H -4.6498 0.9493 -1.2640 0.0 0.0 0.0
H 0.7330 4.7953 1.1749 0.0 -0.1 0.0
H 3.0933 -2.6213 4.0338 0.0 0.0 0.0
H 5.0624 -0.2413 1.4205 0.0 0.0 0.0
H 4.3054 -2.8985 2.7634 0.0 0.0 0.0
H -3.9857 -3.2621 -1.7031 0.0 0.0 0.0
H -7.0359 0.5129 -0.7296 0.0 0.0 0.0
H 2.1648 4.4085 2.1249 0.0 0.0 0.0
H 2.1721 4.1529 0.3653 0.0 0.0 0.0


64
Properties=species:S:1:pos:R:3:forces:R:3 method="wB97M-V/def2-TZVPD" largest_force_ev_per_a=2.75 gap_ha="0.2700 / 0.2547" molar_mass_g_mol=724.67 charge=-1 spin_multiplicity=2
Cs -0.3175 -0.6348 -0.1694 -0.3 1.2 2.4
Cl -5.1038 -3.8093 -0.9661 0.0 0.1 0.1
O 3.3264 -4.6350 -0.8625 0.2 0.0 0.0
O -0.2865 -4.2119 -3.9247 -0.1 -0.1 -0.1
O -2.9759 -2.7681 1.8908 0.0 0.1 0.0
O -0.8896 -2.8192 -1.3916 -0.2 -1.1 -0.9
O 1.8933 -2.0404 -0.4578 1.0 -0.8 0.2
O 2.3279 -5.5515 -3.5080 0.1 -0.1 -0.1
N -3.5776 -3.5200 1.1850 0.0 0.1 0.0
N -0.6103 3.9452 -1.7934 0.1 -0.1 0.0
N -0.1255 2.3381 1.2823 0.1 0.2 0.0
N -0.4520 1.5144 -2.2898 0.0 0.2 -0.4
N 0.1818 4.9215 -1.2932 -0.2 0.0 -0.2
N 0.6550 -1.9180 2.7024 0.0 -0.1 0.1
N -2.1623 2.3736 -0.5911 0.0 0.0 -0.1
N -2.5997 1.1970 -0.0875 -0.4 0.5 0.0
N -1.1878 0.4058 -2.5226 -0.2 0.4 -1.0
N 0.2797 2.3842 -0.0062 0.1 0.2 0.0
C 1.6310 2.3837 -0.0854 -0.1 0.0 0.1
C 2.6410 -2.2158 4.6619 0.1 0.0 0.1
C 0.5368 0.4806 -3.9772 -0.1 0.0 0.0
C 1.5569 -0.9648 2.9290 -0.1 -0.1 0.0
C -1.2444 4.3570 -2.9157 0.1 -0.1 0.0
C 3.7189 -2.3930 5.6983 0.0 0.0 -0.1
C 1.8083 -4.7457 -2.7801 -0.1 0.2 0.2
C 0.9806 2.3137 2.0078 0.0 0.1 -0.1
C -3.0714 3.3552 -0.3766 0.1 -0.1 0.0
C -3.7373 -2.9864 -0.1939 -0.1 -0.2 -0.2
C -4.1488 2.8002 0.2704 0.0 -0.1 0.0
C 2.1329 2.3332 1.1928 -0.1 0.0 0.1
C -0.6035 -0.2209 -3.5334 0.1 0.1 -0.1
C 0.5879 1.5851 -3.1594 -0.1 -0.1 0.0
C -0.8604 5.6512 -3.1674 0.0 0.1 0.1
C 0.4581 -4.0765 -2.9803 0.2 0.0 0.2
C 2.5521 -1.0663 3.8910 0.0 0.0 0.0
C 2.3863 -4.2004 -1.4793 -0.3 0.1 -0.2
C 0.2074 -3.2176 -1.7773 0.2 -0.7 0.1
C 0.7381 -3.0214 3.4483 0.0 0.1 -0.1
C 1.5293 -3.0144 -1.0953 0.2 -0.1 -0.6
C 1.7009 -3.2131 4.4234 0.0 0.0 0.0
C 0.0327 5.9482 -2.1165 0.0 0.0 0.0
C -3.7930 1.4459 0.4231 0.0 0.1 0.0
B -0.7451 2.5434 -1.1560 -0.2 0.1 0.1
H 4.4558 -3.1253 5.3598 0.0 0.0 0.0
H 1.2608 2.4289 -3.1655 0.0 0.0 0.0
H 3.3037 -2.7567 6.6397 0.0 0.0 0.0
H 4.2401 -1.4555 5.8893 0.0 0.0 0.0
H 1.7203 -4.1361 4.9923 0.0 0.0 0.0
H 0.5741 6.8638 -1.9284 0.0 0.0 0.0
H 3.1685 2.3266 1.4914 0.0 0.0 0.0
H 1.4819 -0.0726 2.3162 0.0 -0.1 0.0
H -1.9158 3.6973 -3.4450 0.1 0.0 0.0
H -5.0494 3.2986 0.5881 0.0 0.0 0.0
H -0.0074 -3.7860 3.2554 0.0 0.0 0.0
H -2.8347 -3.2531 -0.7375 0.1 -0.1 0.0
H 1.2053 0.2267 -4.7827 0.0 0.0 0.0
H -3.8680 -1.9073 -0.2343 -0.1 0.0 0.2
H -2.8830 4.3704 -0.6857 0.0 0.0 0.0
H 3.2536 -0.2508 4.0287 0.0 0.0 0.0
H -1.1716 6.2845 -3.9818 0.0 0.0 0.0
H -4.3521 0.6501 0.8939 0.0 0.0 0.0
H -1.0129 -1.1513 -3.9013 0.0 0.0 0.0
H 2.1502 2.4347 -1.0276 -0.1 0.0 0.0
H 0.9096 2.2804 3.0858 0.0 0.0 0.0


52
Properties=species:S:1:pos:R:3:forces:R:3 method="wB97M-V/def2-TZVPD" largest_force_ev_per_a=3.49 gap_ha=0.0958 molar_mass_g_mol=429.24 spin_multiplicity=1
F -4.8641 4.8095 -0.4467 -1.1 0.3 0.5
F -5.4832 2.8721 -1.6178 -1.2 -0.1 0.2
F 4.3547 -4.4971 2.1485 -0.6 0.8 -0.7
F -1.6459 -3.5328 4.5479 0.2 0.7 -1.0
F -4.5744 2.7047 0.5251 -0.7 -0.2 0.6
N 0.7048 3.1030 -2.9387 0.2 0.1 -0.2
C 6.0298 -3.5710 0.1645 0.6 0.0 -0.3
C 0.4164 2.0838 -0.9513 0.8 0.0 -0.7
C -2.0916 2.7232 -0.7159 0.4 0.4 -1.0
C -0.4625 -2.6944 2.6704 -0.3 0.2 0.1
C 4.6453 -3.0678 0.3014 -0.5 0.4 -0.2
C 3.8117 -3.5615 1.3025 -0.3 -0.6 0.9
C 1.3374 2.3713 -1.9597 -1.0 -0.2 0.7
C 1.9388 -2.2147 0.5857 1.1 -0.3 -0.3
C -1.5872 -1.0308 1.2824 0.4 0.0 -0.4
C -1.6549 3.9841 -3.2386 -1.0 0.2 0.1
C -2.7265 -1.9200 3.2165 0.1 0.3 -0.5
C -0.6275 3.3118 -2.5890 0.2 -0.7 1.1
C -0.8306 2.6713 -1.3217 0.1 0.4 -0.9
C -0.4330 -1.8427 1.5222 -0.6 0.1 0.1
C 1.3432 3.5827 -4.1492 0.2 -0.1 0.1
C -1.5987 -2.7025 3.4549 1.0 -0.9 0.4
C 2.4976 -3.1773 1.4837 0.2 0.3 -0.3
C -2.9258 4.0197 -2.6127 2.0 -0.3 -0.7
C -2.6866 -1.0541 2.1121 -0.2 0.0 0.2
C 2.7980 -1.6997 -0.4357 -0.7 0.1 0.2
C -3.9093 -2.0276 4.0980 -0.7 0.3 0.1
C 0.6191 -1.7072 0.5881 -0.4 -0.1 0.5
C -3.1199 3.3936 -1.3774 -1.1 -0.6 1.6
C 4.1087 -2.1006 -0.5623 0.3 -0.2 0.1
B -4.6597 3.4485 -0.6547 3.1 0.0 -1.6
H 6.5105 -3.0599 -0.6708 0.1 -0.1 0.1
H 6.6293 -3.3910 1.0627 -0.2 -0.1 0.0
H 1.7448 2.7465 -4.7384 -0.2 0.2 0.1
H -2.1967 2.2334 0.2483 -0.4 0.2 0.0
H -3.7337 4.5421 -3.1182 0.0 -0.1 0.2
H -4.3373 -3.0361 4.0880 0.2 0.1 0.0
H 6.0566 -4.6472 -0.0389 -0.1 0.1 0.1
H 0.6077 4.1241 -4.7491 0.2 -0.1 0.1
H 1.9127 -3.6159 2.2834 0.5 0.0 -0.3
H 0.5867 1.5399 -0.0321 0.3 0.1 0.0
H -4.6750 -1.3345 3.7471 0.0 -0.1 0.1
H -3.5414 -0.4030 1.9124 0.3 -0.2 0.0
H -3.6769 -1.7793 5.1385 0.1 -0.1 -0.1
H 0.3761 -1.0839 -0.2761 0.1 0.1 0.3
H 2.3776 -0.9618 -1.1215 0.2 -0.1 0.1
H 0.3745 -3.3335 2.9259 -0.5 0.1 0.1
H 4.7457 -1.6780 -1.3420 -0.2 -0.1 0.2
H 2.3898 2.1151 -2.0466 -0.3 0.1 0.0
H -1.5739 -0.3740 0.4098 -0.1 -0.1 0.2
H -1.4828 4.4653 -4.1996 -0.1 0.0 0.1
H 2.1815 4.2538 -3.9150 -0.3 0.0 0.0


Please write out number 1 again, unchanged.
48
Properties=species:S:1:pos:R:3:forces:R:3 method="wB97M-V/def2-TZVPD" largest_force_ev_per_a=3.83 gap_ha=0.2958 molar_mass_g_mol=364.45 spin_multiplicity=1
N 3.7211 -2.7615 -2.4254 -0.1 0.1 -0.1
N 0.9427 -0.4399 -1.3065 0.4 -0.4 -1.4
N 2.5856 -0.4202 -4.6530 -1.1 1.5 -1.0
N 1.9023 0.5755 -5.2155 2.8 -2.4 -0.9
C 0.2719 -0.9720 1.5979 1.0 0.4 0.0
C 2.2804 -0.8358 -3.4165 -1.0 0.5 1.2
C -1.6339 2.7870 0.7636 -0.4 -0.1 0.1
C 1.0309 -1.7894 -0.7271 0.0 0.6 0.9
C 0.5648 0.8661 -3.2884 0.3 0.1 1.1
C 0.5853 -0.8467 4.0652 -0.8 -1.0 0.5
C -0.2558 2.6687 0.7267 -0.5 1.4 -0.2
C 0.9121 1.1737 -4.5906 -0.7 0.4 0.5
C -0.6072 -2.2346 5.6584 -0.4 -0.6 -0.8
C 3.0764 -1.9321 -2.8942 -0.1 0.4 0.0
C 1.2911 -0.1722 -2.6332 -0.5 -0.5 1.3
C -1.8182 0.4595 1.2706 0.4 -0.9 0.3
C -1.3030 -2.8019 4.5946 0.5 0.3 -0.7
C 0.3617 -1.2840 5.3772 -0.4 0.6 -0.4
C -0.1286 -1.4188 2.9947 0.8 -0.1 0.2
C 0.2215 2.1834 -5.2720 -1.1 1.4 0.1
C -0.4134 1.6372 -2.6460 -2.2 1.6 0.1
C -1.1587 2.6295 -3.3311 1.6 -1.1 -0.1
C 0.0796 -1.9593 0.4560 -1.0 -0.8 0.0
C -2.4187 1.6806 1.0730 0.0 0.3 0.0
C -0.4205 0.3338 1.2729 -0.2 0.4 0.3
C -1.0590 -2.4073 3.2651 -0.2 -0.4 0.6
C -0.7983 2.9131 -4.6843 0.4 -0.8 0.4
C 0.3295 1.4705 1.0293 -0.3 -0.1 0.2
H 1.3262 -0.0999 3.8648 0.3 0.3 -0.1
H 1.3929 -0.8131 1.6545 -1.1 0.2 -0.1
H -0.9780 -1.9224 0.0959 0.6 0.0 0.2
H 0.8639 -0.8194 6.2048 0.4 0.1 0.1
H -0.6448 1.4951 -1.5850 -0.1 0.0 -0.6
H 0.2261 -2.9689 0.8749 0.0 0.2 -0.4
H -3.4898 1.7844 1.2256 0.1 0.0 -0.3
H 0.7929 -2.5636 -1.4467 0.1 0.0 -0.4
H -1.5814 -2.9450 2.4714 0.1 0.3 0.1
H -2.4293 -0.4121 1.5131 0.1 0.2 -0.1
H 0.5346 2.4509 -6.2568 0.2 -0.1 -0.5
H 2.0437 -1.9446 -0.3619 0.1 -0.2 -0.1
H -0.8288 -2.6035 6.6527 0.2 0.3 0.1
H -2.1349 3.7253 0.6173 0.1 0.4 -0.1
H 0.3077 0.2187 -0.8447 0.5 -0.7 -0.6
H -1.3228 3.6997 -5.2297 0.2 -0.3 0.1
H -1.9622 3.2103 -2.8823 0.3 -0.3 0.2
H 0.3516 3.5547 0.5065 -0.2 -0.4 0.1
H -1.9874 -3.6141 4.7462 -0.3 -0.1 0.2
H 1.3781 1.4644 1.1181 1.2 -0.4 -0.1


Repeat the first record exactly.
48
Properties=species:S:1:pos:R:3:forces:R:3 method="wB97M-V/def2-TZVPD" largest_force_ev_per_a=3.83 gap_ha=0.2958 molar_mass_g_mol=364.45 spin_multiplicity=1
N 3.7211 -2.7615 -2.4254 -0.1 0.1 -0.1
N 0.9427 -0.4399 -1.3065 0.4 -0.4 -1.4
N 2.5856 -0.4202 -4.6530 -1.1 1.5 -1.0
N 1.9023 0.5755 -5.2155 2.8 -2.4 -0.9
C 0.2719 -0.9720 1.5979 1.0 0.4 0.0
C 2.2804 -0.8358 -3.4165 -1.0 0.5 1.2
C -1.6339 2.7870 0.7636 -0.4 -0.1 0.1
C 1.0309 -1.7894 -0.7271 0.0 0.6 0.9
C 0.5648 0.8661 -3.2884 0.3 0.1 1.1
C 0.5853 -0.8467 4.0652 -0.8 -1.0 0.5
C -0.2558 2.6687 0.7267 -0.5 1.4 -0.2
C 0.9121 1.1737 -4.5906 -0.7 0.4 0.5
C -0.6072 -2.2346 5.6584 -0.4 -0.6 -0.8
C 3.0764 -1.9321 -2.8942 -0.1 0.4 0.0
C 1.2911 -0.1722 -2.6332 -0.5 -0.5 1.3
C -1.8182 0.4595 1.2706 0.4 -0.9 0.3
C -1.3030 -2.8019 4.5946 0.5 0.3 -0.7
C 0.3617 -1.2840 5.3772 -0.4 0.6 -0.4
C -0.1286 -1.4188 2.9947 0.8 -0.1 0.2
C 0.2215 2.1834 -5.2720 -1.1 1.4 0.1
C -0.4134 1.6372 -2.6460 -2.2 1.6 0.1
C -1.1587 2.6295 -3.3311 1.6 -1.1 -0.1
C 0.0796 -1.9593 0.4560 -1.0 -0.8 0.0
C -2.4187 1.6806 1.0730 0.0 0.3 0.0
C -0.4205 0.3338 1.2729 -0.2 0.4 0.3
C -1.0590 -2.4073 3.2651 -0.2 -0.4 0.6
C -0.7983 2.9131 -4.6843 0.4 -0.8 0.4
C 0.3295 1.4705 1.0293 -0.3 -0.1 0.2
H 1.3262 -0.0999 3.8648 0.3 0.3 -0.1
H 1.3929 -0.8131 1.6545 -1.1 0.2 -0.1
H -0.9780 -1.9224 0.0959 0.6 0.0 0.2
H 0.8639 -0.8194 6.2048 0.4 0.1 0.1
H -0.6448 1.4951 -1.5850 -0.1 0.0 -0.6
H 0.2261 -2.9689 0.8749 0.0 0.2 -0.4
H -3.4898 1.7844 1.2256 0.1 0.0 -0.3
H 0.7929 -2.5636 -1.4467 0.1 0.0 -0.4
H -1.5814 -2.9450 2.4714 0.1 0.3 0.1
H -2.4293 -0.4121 1.5131 0.1 0.2 -0.1
H 0.5346 2.4509 -6.2568 0.2 -0.1 -0.5
H 2.0437 -1.9446 -0.3619 0.1 -0.2 -0.1
H -0.8288 -2.6035 6.6527 0.2 0.3 0.1
H -2.1349 3.7253 0.6173 0.1 0.4 -0.1
H 0.3077 0.2187 -0.8447 0.5 -0.7 -0.6
H -1.3228 3.6997 -5.2297 0.2 -0.3 0.1
H -1.9622 3.2103 -2.8823 0.3 -0.3 0.2
H 0.3516 3.5547 0.5065 -0.2 -0.4 0.1
H -1.9874 -3.6141 4.7462 -0.3 -0.1 0.2
H 1.3781 1.4644 1.1181 1.2 -0.4 -0.1